[1]
Density functional theory data (the ωB97M-V functional and the def2-TZVPD basis) for a structure of composition C4H8S2 in a non-equilibrium geometry.

Gap between HOMO and LUMO in eV: 9.0
Energy above the lowest of the compared OMol25 structures with the same formula, charge and spin in eV: 6.0140
E_LUMO in Eh: 0.025
Net charge: 0

Each line ends with the natural charge from an NBO analysis.
CARTESIAN COORDINATES (ANGSTROEM)
C: 2.81 -0.83 1.54  -0.674
C: 0.41 0.05 -0.01  -0.694
C: -1.83 0.50 -1.04  -0.403
C: -2.98 1.06 -1.36  -0.427
H: 3.51 -0.62 2.31  0.215
H: 1.66 -1.41 1.96  0.207
H: 3.21 -1.68 0.83  0.220
H: 0.36 -0.42 -0.95  0.215
H: -0.01 -0.74 0.58  0.219
H: -1.22 -0.40 -1.95  0.214
H: -3.39 0.44 -2.17  0.218
H: -3.70 1.98 -0.51  0.222
S: 1.96 0.80 0.63  0.159
S: -0.80 1.26 0.14  0.308

---

[2]
Density functional theory data (the ωB97M-V functional and the def2-TZVPD basis) for the molecule C3H2N2O3 in a non-equilibrium geometry.

Gap between HOMO and LUMO (spin up / spin down) in eV: 7.7 / 8.3
Energy above the lowest of the compared OMol25 structures with the same formula, charge and spin in eV: 4.2515
E_LUMO (spin up / spin down) in Eh: -0.085 / -0.078
Net charge: 0

Each line ends with the natural charge from an NBO analysis.
CARTESIAN COORDINATES (ANGSTROEM)
C: 0.52 -0.27 -1.00  0.559
C: 0.06 0.11 1.50  0.687
C: -0.84 0.23 -1.22  0.180
N: 0.80 -0.30 0.36  -0.630
N: -1.20 0.61 1.25  -0.141
O: 1.30 -0.62 -1.84  -0.544
O: 0.54 0.00 2.60  -0.567
O: -1.50 0.59 -0.11  -0.209
H: -1.39 0.33 -2.14  0.229
H: 1.72 -0.67 0.60  0.436

---

[3]
Density functional theory data (the ωB97M-V functional and the def2-TZVPD basis) for a cluster of 6 separate species, C23H41BrF7O17PS in total.

Gap between HOMO and LUMO in eV: 10.1
SMILES string: O=S(=O)(PBr)C(F)(F)C(F)(F)C(F)(F)F.CCOC(=O)OC.CCOC(=O)OC.CCOC(=O)OC.CCOC(=O)OC.CCOC(=O)OC
E_LUMO in Eh: -0.010
Net charge: 0

Each line ends with the Löwdin charge.
CARTESIAN COORDINATES (ANGSTROEM)
O: -1.77 -2.14 3.03  -0.336
S: -1.83 -1.59 1.71  0.450
O: -1.02 -2.12 0.64  -0.346
P: -1.16 0.47 1.76  0.445
Br: -2.24 1.41 3.41  0.298
C: -3.57 -1.90 1.05  -0.466
F: -3.60 -1.46 -0.23  0.102
F: -3.66 -3.24 1.05  0.124
C: -4.80 -1.32 1.83  -0.354
F: -5.76 -2.27 1.90  0.156
F: -4.43 -0.98 3.08  0.109
C: -5.49 -0.10 1.15  -0.569
F: -6.00 -0.44 -0.02  0.180
F: -4.64 0.91 0.97  0.149
F: -6.47 0.32 1.93  0.197
H: -1.94 0.91 0.67  -0.107
C: 3.45 0.43 4.23  -0.056
C: 2.94 1.14 2.99  -0.211
O: 1.86 2.04 3.30  0.004
C: 2.21 3.22 3.82  -0.613
O: 3.33 3.61 4.02  0.129
O: 1.09 3.90 4.06  -0.010
C: 1.28 5.18 4.67  -0.036
H: 2.63 -0.07 4.74  0.083
H: 4.19 -0.31 3.94  0.079
H: 3.91 1.13 4.92  0.078
H: 2.51 0.43 2.29  0.115
H: 3.73 1.69 2.48  0.124
H: 1.98 5.78 4.10  0.095
H: 1.65 5.06 5.69  0.099
H: 0.30 5.65 4.68  0.092
C: -8.48 0.71 -1.83  -0.054
C: -8.66 2.21 -1.85  -0.200
O: -7.67 2.85 -2.68  0.042
C: -7.90 2.80 -3.98  -0.605
O: -8.87 2.31 -4.52  0.111
O: -6.89 3.40 -4.61  0.010
C: -6.99 3.38 -6.04  -0.034
H: -7.47 0.45 -1.55  0.059
H: -9.17 0.26 -1.12  0.087
H: -8.67 0.28 -2.82  0.075
H: -8.50 2.63 -0.86  0.122
H: -9.65 2.50 -2.19  0.123
H: -7.95 3.79 -6.37  0.096
H: -6.87 2.37 -6.42  0.096
H: -6.18 4.01 -6.40  0.094
C: -9.76 0.28 -8.02  -0.057
C: -9.86 0.09 -6.53  -0.215
O: -10.59 -1.11 -6.20  0.041
C: -9.90 -2.25 -6.31  -0.615
O: -8.75 -2.35 -6.64  0.119
O: -10.72 -3.26 -6.02  0.002
C: -10.13 -4.55 -6.15  -0.041
H: -10.75 0.27 -8.47  0.082
H: -9.29 1.24 -8.24  0.075
H: -9.17 -0.50 -8.49  0.076
H: -10.42 0.89 -6.06  0.114
H: -8.88 0.05 -6.06  0.112
H: -9.20 -4.62 -5.57  0.094
H: -9.92 -4.78 -7.19  0.097
H: -10.86 -5.25 -5.76  0.092
C: 5.53 -4.22 -0.11  -0.064
C: 4.87 -2.90 0.22  -0.209
O: 5.67 -2.09 1.09  0.030
C: 6.68 -1.45 0.51  -0.614
O: 6.96 -1.47 -0.66  0.127
O: 7.34 -0.77 1.45  0.000
C: 8.48 -0.05 0.98  -0.042
H: 5.79 -4.75 0.81  0.082
H: 4.86 -4.85 -0.69  0.081
H: 6.44 -4.07 -0.68  0.075
H: 3.94 -3.06 0.77  0.122
H: 4.63 -2.34 -0.68  0.123
H: 8.21 0.60 0.15  0.098
H: 9.26 -0.73 0.67  0.091
H: 8.83 0.55 1.82  0.096
C: 14.97 0.50 5.08  -0.065
C: 13.75 1.36 4.84  -0.210
O: 12.91 0.82 3.81  0.036
C: 12.12 -0.19 4.18  -0.612
O: 12.04 -0.67 5.28  0.125
O: 11.44 -0.60 3.10  0.001
C: 10.59 -1.72 3.34  -0.034
H: 15.51 0.35 4.15  0.082
H: 15.63 0.98 5.80  0.080
H: 14.68 -0.48 5.48  0.076
H: 14.03 2.34 4.48  0.122
H: 13.16 1.49 5.75  0.123
H: 9.91 -1.53 4.17  0.102
H: 11.17 -2.62 3.54  0.101
H: 10.01 -1.86 2.43  0.071

---

[4]
Density functional theory data (the ωB97M-V functional and the def2-TZVPD basis) for a structure of composition C26H31O2OsS6Te.

Gap between HOMO and LUMO (spin up / spin down) in eV: 7.3 / 4.6
Expectation value of S²: 6.065
Spin multiplicity: 5
Energy above the lowest of the compared OMol25 structures with the same formula, charge and spin in eV: 0.4081
E_LUMO (spin up / spin down) in Eh: -0.322 / -0.419
Net charge: +3

Each line ends with the natural charge from an NBO analysis.
CARTESIAN COORDINATES (ANGSTROEM)
Os: 0.03 0.98 -1.58  0.898
C: -1.22 -2.21 -0.11  -0.603
Te: 0.26 -1.68 -1.57  0.773
C: -1.08 -2.44 -3.05  -0.610
C: -2.27 -2.97 -2.28  0.003
C: -3.30 -3.60 -2.97  -0.213
C: -4.39 -4.10 -2.29  -0.168
C: -4.46 -3.99 -0.90  -0.172
C: -3.43 -3.38 -0.21  -0.183
C: -2.33 -2.86 -0.89  -0.108
H: -1.52 -1.31 0.42  0.239
H: -0.74 -2.89 0.60  0.258
H: -0.54 -3.22 -3.59  0.263
H: -1.33 -1.64 -3.73  0.248
H: -3.25 -3.70 -4.05  0.232
H: -5.19 -4.59 -2.83  0.246
H: -5.30 -4.40 -0.37  0.245
H: -3.48 -3.31 0.87  0.226
O: 1.92 1.88 -1.43  -1.038
S: 3.42 2.26 -1.57  1.275
C: 4.06 1.13 -2.84  -0.585
C: 4.81 -0.01 -2.14  -0.420
C: 4.31 -0.08 -0.70  -0.415
C: 4.23 1.37 -0.24  -0.588
H: 4.68 1.71 -3.52  0.276
H: 3.17 0.81 -3.39  0.249
H: 5.88 0.20 -2.14  0.243
H: 4.67 -0.95 -2.67  0.253
H: 4.98 -0.66 -0.06  0.264
H: 3.32 -0.55 -0.65  0.193
H: 5.22 1.82 -0.15  0.271
H: 3.67 1.58 0.68  0.258
C: 0.24 -0.19 6.95  -0.664
C: 0.33 -0.04 5.47  0.183
C: 1.38 -0.64 4.76  -0.251
C: 1.49 -0.50 3.40  0.143
C: 2.65 -1.18 2.70  -0.656
C: 0.50 0.26 2.69  -0.259
C: 0.65 0.37 1.31  0.405
O: -0.13 0.97 0.50  -0.712
C: -0.58 0.88 3.42  0.137
C: -1.64 1.69 2.75  -0.642
C: -0.63 0.71 4.78  -0.242
H: 0.99 -0.87 7.35  0.243
H: -0.76 -0.54 7.23  0.258
H: 0.36 0.79 7.43  0.264
H: 2.11 -1.22 5.30  0.239
H: 3.26 -1.71 3.43  0.259
H: 3.30 -0.46 2.20  0.216
H: 2.31 -1.91 1.96  0.223
H: 1.53 -0.12 0.87  0.160
H: -1.20 2.54 2.21  0.227
H: -2.34 2.08 3.49  0.246
H: -2.20 1.09 2.03  0.219
H: -1.43 1.17 5.34  0.238
C: -2.86 2.74 -0.91  -0.724
S: -1.20 3.07 -1.58  0.457
C: -1.52 3.31 -3.30  -0.462
C: -1.05 2.41 -4.24  -0.367
S: -0.21 0.94 -3.88  0.034
S: -1.37 2.83 -5.86  0.727
C: -2.20 4.31 -5.55  -0.694
S: -2.82 5.27 -6.73  0.451
S: -2.32 4.70 -3.87  0.751
H: -2.69 2.47 0.13  0.268
H: -3.33 1.93 -1.45  0.252
H: -3.44 3.66 -0.95  0.265